# 1
Density functional theory data (the ωB97M-V functional and the def2-TZVPD basis) for a cluster of 3 separate species, C39H62INO7S in total.

Each line ends with the Löwdin charge.
Positions of all 111 atoms, in Å:
1 C 3.34 1.97 0.50  -0.030
2 C 2.54 3.18 0.33  -0.161
3 C 0.97 3.09 0.01  -0.163
4 C 0.43 1.72 0.62  -0.136
5 C -0.21 0.71 -0.37  -0.026
6 C -0.72 -0.67 0.11  -0.381
7 C -0.65 -1.16 1.60  -0.134
8 C -0.05 -0.08 2.59  0.060
9 C 0.47 1.31 2.11  -0.111
10 C 1.09 2.27 3.23  -0.171
11 C 0.06 3.39 3.78  -0.177
12 C 0.26 4.72 2.89  -0.223
13 C 0.49 6.08 3.72  -0.188
14 C 1.66 6.90 2.94  -0.229
15 C 1.42 8.50 2.94  -0.210
16 C 2.85 9.16 2.53  -0.220
17 C 2.71 10.61 1.87  -0.174
18 C 3.09 10.61 0.29  -0.239
19 O 3.13 11.98 -0.17  -0.236
20 C 3.83 12.11 -1.43  -0.132
21 N -1.14 -2.47 1.99  -0.094
22 C -1.19 -2.75 3.43  -0.158
23 C 0.21 -2.93 4.19  -0.176
24 O 1.39 -2.78 3.36  -0.097
25 C 2.32 -3.83 3.57  -0.256
26 O 2.77 -4.18 4.67  0.040
27 C -0.71 -3.58 1.14  -0.124
28 C -0.17 -4.96 1.66  -0.012
29 C 0.27 -6.11 0.70  -0.059
30 C 0.20 -5.95 -0.83  -0.033
31 C -0.37 -4.62 -1.39  -0.170
32 C -0.51 -4.31 -2.97  -0.202
33 C 0.45 -5.20 -3.88  -0.313
34 C 2.00 -4.87 -3.62  -0.611
35 I 2.88 -3.73 -5.29  0.668
36 C -0.80 -3.49 -0.43  -0.335
37 S -1.48 -1.88 -1.08  0.881
38 H 3.59 1.31 -0.41  0.074
39 H 3.67 1.69 1.57  0.068
40 H 3.02 4.22 0.39  0.096
41 H 0.37 4.02 0.30  0.095
42 H 0.88 3.01 -1.14  0.113
43 H -0.29 0.93 -1.50  0.103
44 H 0.02 -0.31 3.70  0.087
45 H 2.11 2.70 2.93  0.097
46 H 1.31 1.59 4.14  0.109
47 H -1.03 3.05 3.69  0.114
48 H 0.24 3.63 4.90  0.107
49 H -0.65 4.84 2.19  0.117
50 H 1.23 4.56 2.27  0.067
51 H -0.48 6.68 3.71  0.106
52 H 0.81 5.86 4.81  0.111
53 H 1.72 6.60 1.82  0.107
54 H 2.71 6.67 3.36  0.117
55 H 1.04 8.87 3.95  0.113
56 H 0.72 8.71 2.06  0.116
57 H 3.30 8.42 1.75  0.105
58 H 3.59 9.12 3.42  0.116
59 H 3.52 11.28 2.37  0.116
60 H 1.70 11.11 2.08  0.118
61 H 2.34 9.98 -0.32  0.135
62 H 4.14 10.17 0.12  0.122
63 H 3.12 12.43 -2.27  0.094
64 H 4.39 11.17 -1.76  0.087
65 H 4.62 12.95 -1.35  0.096
66 H -1.79 -1.92 3.97  0.133
67 H -1.79 -3.72 3.60  0.140
68 H 0.20 -2.19 5.09  0.134
69 H 0.25 -3.97 4.68  0.127
70 H 2.64 -4.41 2.63  0.162
71 H -0.08 -5.17 2.77  0.081
72 H 0.67 -7.08 1.18  0.093
73 H 0.55 -6.78 -1.53  0.091
74 H -1.62 -4.39 -3.21  0.119
75 H -0.22 -3.20 -3.17  0.097
76 H 0.18 -6.31 -3.81  0.105
77 H 0.23 -4.90 -4.98  0.076
78 H 2.56 -5.86 -3.52  0.054
79 H 2.08 -4.19 -2.71  0.052
80 C -0.53 -7.18 -7.72  -0.112
81 O 0.52 -6.22 -7.72  -0.218
82 C 1.64 -6.64 -8.49  -0.200
83 C 1.69 -5.92 -9.83  -0.196
84 O 0.62 -6.33 -10.68  -0.193
85 C -0.42 -5.37 -10.74  -0.111
86 H -1.40 -6.73 -7.26  0.088
87 H -0.79 -7.48 -8.74  0.084
88 H -0.23 -8.06 -7.14  0.087
89 H 1.64 -7.73 -8.63  0.126
90 H 2.54 -6.38 -7.92  0.110
91 H 2.62 -6.19 -10.34  0.124
92 H 1.68 -4.83 -9.69  0.126
93 H -0.09 -4.49 -11.30  0.088
94 H -0.75 -5.07 -9.74  0.083
95 H -1.27 -5.82 -11.26  0.088
96 C -7.93 -2.85 3.72  -0.111
97 O -7.26 -1.80 4.41  -0.192
98 C -6.33 -2.29 5.38  -0.199
99 C -4.90 -2.19 4.87  -0.206
100 O -4.66 -3.10 3.80  -0.206
101 C -4.64 -2.45 2.53  -0.103
102 H -8.49 -2.41 2.90  0.089
103 H -7.23 -3.58 3.32  0.083
104 H -8.64 -3.34 4.40  0.087
105 H -6.58 -3.32 5.66  0.126
106 H -6.44 -1.66 6.26  0.123
107 H -4.22 -2.47 5.68  0.120
108 H -4.66 -1.16 4.57  0.126
109 H -3.74 -1.83 2.44  0.070
110 H -5.53 -1.83 2.39  0.087
111 H -4.62 -3.22 1.76  0.095

E	-2799.89608	Eh
HOMO	-0.2719	hartree
M	815.90	g mol⁻¹

=====

# 2
Density functional theory data (the ωB97M-V functional and the def2-TZVPD basis) for a cluster of 7 separate species, C39H62N11O3P in total.

Each line ends with the Löwdin charge.
Positions of all 116 atoms, in Å:
1 O -0.97 3.78 1.30  -0.262
2 P -1.44 2.70 2.84  0.854
3 O -0.26 2.63 4.04  -0.268
4 O -2.91 3.07 3.53  -0.242
5 C -1.63 0.95 2.33  -0.421
6 N -0.52 0.20 2.40  0.081
7 N -0.66 -1.06 2.06  0.138
8 C -1.88 -1.43 1.69  -0.314
9 C -2.09 -2.91 1.35  -0.121
10 C -0.96 -3.81 1.91  -0.212
11 C -1.12 -4.12 3.41  -0.143
12 C -0.13 -3.38 4.30  -0.239
13 C -0.60 -2.80 5.48  -0.066
14 C 0.26 -2.11 6.32  -0.106
15 C 1.62 -1.96 6.03  -0.092
16 C 2.07 -2.57 4.87  -0.108
17 C 1.22 -3.26 4.03  -0.056
18 N -2.98 -0.67 1.58  0.101
19 N -2.85 0.59 1.91  0.051
20 H -0.26 1.76 4.47  0.042
21 H -3.25 2.26 3.95  0.044
22 H -2.18 -3.05 0.27  0.114
23 H -3.00 -3.19 1.88  0.109
24 H 0.03 -3.46 1.63  0.097
25 H -1.09 -4.77 1.38  0.048
26 H -0.96 -5.19 3.56  0.098
27 H -2.13 -3.90 3.77  0.108
28 H -1.64 -2.87 5.78  0.104
29 H -0.11 -1.65 7.23  0.096
30 H 2.27 -1.39 6.68  0.098
31 H 3.13 -2.47 4.66  0.088
32 H 1.65 -3.71 3.14  0.113
33 C 1.39 -9.36 2.46  -0.109
34 C 0.38 -9.08 3.57  -0.254
35 C -1.05 -8.92 3.04  -0.193
36 C -1.13 -7.80 2.10  -0.214
37 N -1.19 -6.92 1.37  0.170
38 H 1.45 -8.53 1.75  0.070
39 H 2.39 -9.49 2.88  0.071
40 H 1.13 -10.26 1.91  0.072
41 H 0.68 -8.18 4.10  0.108
42 H 0.40 -9.90 4.29  0.108
43 H -1.74 -8.74 3.87  0.118
44 H -1.37 -9.83 2.53  0.059
45 C -2.57 5.22 -3.11  -0.106
46 C -3.73 4.40 -2.56  -0.255
47 C -3.97 4.65 -1.06  -0.152
48 C -2.78 4.28 -0.28  0.014
49 N -1.85 3.99 0.33  -0.003
50 H -1.63 4.96 -2.63  0.059
51 H -2.46 5.04 -4.18  0.072
52 H -2.74 6.29 -2.96  0.080
53 H -3.54 3.34 -2.73  0.111
54 H -4.64 4.65 -3.10  0.109
55 H -4.82 4.05 -0.71  0.120
56 H -4.20 5.70 -0.88  0.126
57 C 4.66 2.30 0.51  -0.104
58 C 3.17 2.46 0.78  -0.264
59 C 2.77 2.13 2.22  -0.183
60 C 3.08 0.73 2.55  -0.226
61 N 3.32 -0.36 2.80  0.167
62 H 4.98 1.26 0.64  0.072
63 H 4.88 2.58 -0.52  0.052
64 H 5.25 2.93 1.17  0.081
65 H 2.61 1.83 0.09  0.111
66 H 2.88 3.50 0.58  0.102
67 H 1.70 2.28 2.36  0.074
68 H 3.29 2.78 2.93  0.125
69 C 0.15 6.96 0.96  -0.117
70 C 0.27 8.40 1.44  -0.259
71 C -1.08 9.00 1.83  -0.186
72 C -1.99 9.00 0.68  -0.242
73 N -2.71 9.00 -0.22  0.137
74 H -0.47 6.89 0.06  0.062
75 H 1.13 6.54 0.71  0.071
76 H -0.30 6.34 1.74  0.060
77 H 0.73 9.01 0.65  0.112
78 H 0.94 8.44 2.30  0.109
79 H -0.96 10.02 2.18  0.116
80 H -1.54 8.42 2.64  0.121
81 C 1.78 5.42 -2.85  -0.109
82 C 2.83 4.92 -3.84  -0.288
83 C 4.05 4.32 -3.15  -0.195
84 C 4.71 5.31 -2.30  -0.243
85 N 5.22 6.09 -1.63  0.145
86 H 2.17 6.22 -2.22  0.068
87 H 0.91 5.82 -3.39  0.065
88 H 1.43 4.61 -2.20  0.072
89 H 3.14 5.75 -4.48  0.103
90 H 2.38 4.18 -4.49  0.082
91 H 4.77 3.96 -3.89  0.093
92 H 3.76 3.46 -2.53  0.105
93 C 0.74 3.39 -7.65  -0.110
94 C 1.80 2.90 -8.63  -0.260
95 C 3.03 2.31 -7.93  -0.179
96 C 3.67 3.32 -7.07  -0.205
97 N 4.17 4.11 -6.41  0.181
98 H 1.11 4.20 -7.02  0.065
99 H -0.13 3.77 -8.18  0.073
100 H 0.40 2.58 -7.00  0.077
101 H 2.10 3.73 -9.26  0.113
102 H 1.36 2.14 -9.28  0.108
103 H 3.75 1.96 -8.66  0.118
104 H 2.74 1.46 -7.31  0.121
105 C -2.44 -9.58 -2.76  -0.109
106 C -3.66 -10.28 -2.18  -0.262
107 C -3.86 -10.00 -0.68  -0.177
108 C -2.70 -10.47 0.08  -0.206
109 N -1.79 -10.84 0.68  0.168
110 H -1.52 -9.93 -2.29  0.071
111 H -2.36 -9.78 -3.82  0.072
112 H -2.50 -8.50 -2.62  0.078
113 H -3.57 -11.36 -2.34  0.111
114 H -4.55 -9.95 -2.72  0.107
115 H -4.75 -10.51 -0.31  0.118
116 H -3.98 -8.93 -0.51  0.122

E	-2692.37855	Eh
HOMO	-0.2137	hartree
M	763.97	g mol⁻¹